Record 1
Computed, not measured: a 3-piece molecular cluster, C22H48ClN3O8S overall in a non-equilibrium geometry, with ωB97M-V/def2-TZVPD.

Results
LUMO = 0.346 eV
Kohn-Sham gap = 9.601 eV
E_HOMO = -9.26 eV

```
83
C22H48ClN3O8S (ωB97M-V/def2-TZVPD)
C 3.19 0.07 3.68
C 2.66 0.50 2.31
C 3.37 -0.29 1.20
C 4.58 0.48 0.67
C 2.40 -0.77 0.09
C 3.19 -1.50 -0.99
C 4.16 -2.60 -0.55
C 3.53 -3.95 -0.16
C 3.58 -4.19 1.35
S 2.46 -5.49 1.89
O 1.80 -5.04 3.07
O 1.71 -6.02 0.81
Cl 3.76 -6.99 2.47
C 1.74 0.48 -0.54
C 0.49 1.03 0.15
O -0.57 1.32 -0.80
C -1.85 1.17 -0.28
C -2.35 -0.19 0.07
O -2.55 2.16 -0.16
O 1.46 -1.60 0.79
C 0.64 -2.42 0.09
N 0.31 -2.06 -1.20
O 0.25 -3.46 0.60
H 4.27 0.11 3.71
H 2.76 0.68 4.46
H 2.85 -0.94 3.86
H 2.79 1.56 2.18
H 1.59 0.30 2.31
H 3.75 -1.19 1.67
H 4.83 1.30 1.34
H 4.45 0.88 -0.33
H 5.46 -0.15 0.61
H 2.54 -1.94 -1.74
H 3.76 -0.76 -1.53
H 4.82 -2.29 0.24
H 4.80 -2.80 -1.40
H 2.54 -4.12 -0.56
H 4.16 -4.73 -0.60
H 3.42 -3.30 1.94
H 4.57 -4.56 1.58
H 1.46 0.21 -1.56
H 2.44 1.29 -0.64
H 0.76 1.98 0.59
H 0.10 0.43 0.96
H -1.79 -0.60 0.91
H -2.22 -0.91 -0.73
H -3.40 -0.18 0.34
H -0.37 -2.69 -1.58
H 0.06 -1.09 -1.34
C -1.15 2.61 -5.35
C 0.28 2.24 -5.71
C 1.18 1.95 -4.50
O 1.61 3.09 -3.80
C 0.68 3.62 -2.87
N 0.84 3.28 -6.58
H -1.22 3.64 -4.98
H -1.79 2.53 -6.22
H -1.55 1.95 -4.57
H 0.24 1.31 -6.30
H 2.09 1.47 -4.86
H 0.69 1.24 -3.81
H 0.08 2.83 -2.41
H 0.02 4.35 -3.35
H 1.23 4.14 -2.09
H 1.75 2.99 -6.92
H 1.05 4.09 -5.99
C -7.00 1.48 4.28
C -5.55 1.48 3.79
C -5.42 1.51 2.27
O -5.68 0.28 1.62
C -7.05 -0.01 1.40
N -4.85 0.34 4.40
H -7.47 0.50 4.18
H -7.04 1.74 5.34
H -7.60 2.21 3.74
H -5.08 2.40 4.17
H -4.38 1.75 2.02
H -6.03 2.30 1.83
H -7.62 0.89 1.19
H -7.48 -0.54 2.26
H -7.11 -0.68 0.54
H -3.86 0.40 4.17
H -5.17 -0.50 3.92
```

=====

Record 2
Computed, not measured: a 10-piece molecular cluster, C5H30N2O10 overall in a non-equilibrium geometry, with ωB97M-V/def2-TZVPD.

Results
ΔE to the lowest compared entry with this formula, charge and spin = 0.0 kJ/mol
LUMO = 0.182 eV
Kohn-Sham gap = 10.061 eV
E_HOMO = -9.88 eV

```
47
C5H30N2O10 (ωB97M-V/def2-TZVPD)
C -3.21 -1.70 0.28
C -3.33 -0.22 0.14
N -2.81 0.37 -0.97
C -1.73 -0.18 -1.76
C -0.36 0.16 -1.14
N -0.13 1.60 -1.35
C 1.12 2.08 -0.72
O -3.91 0.48 0.97
H -3.38 -2.21 -0.67
H -3.97 -2.04 1.00
H -2.25 -2.03 0.70
H -2.91 1.38 -0.98
H -1.85 -1.26 -1.85
H -1.78 0.25 -2.77
H -0.34 -0.13 -0.09
H 0.46 -0.40 -1.60
H -0.90 2.13 -0.96
H 1.08 2.05 0.36
H 1.28 3.12 -1.01
H 1.97 1.51 -1.07
H 3.59 -0.13 -3.69
H 2.15 0.25 -3.30
O 2.86 -0.43 -3.14
H 2.16 -4.14 -0.80
H 2.41 -3.53 0.60
O 2.85 -3.74 -0.25
H -1.41 1.42 3.16
H 0.05 1.62 2.62
O -0.73 2.11 2.93
H 3.53 -2.19 -0.64
H 3.51 -0.90 -1.60
O 3.84 -1.25 -0.73
H 2.46 -1.68 2.19
H 2.53 -2.87 3.18
O 1.99 -2.50 2.48
H -2.02 -0.71 2.92
H -3.25 0.17 2.63
O -2.55 0.01 3.30
H -1.42 3.02 1.67
H -2.77 2.99 1.02
O -1.89 3.38 0.88
H 0.44 1.67 -3.07
H 0.26 1.15 -4.51
O 0.96 1.44 -3.89
H 3.46 -0.63 0.73
H 4.14 -0.18 2.08
O 3.26 -0.35 1.69
```

=====

Record 3
Computed, not measured: C5H11N3 as an isolated structure in a non-equilibrium geometry, with ωB97M-V/def2-TZVPD.

Results
ΔE to the lowest compared entry with this formula, charge and spin = 504.4 kJ/mol
LUMO = -0.111 eV
Kohn-Sham gap = 9.041 eV
E_HOMO = -9.15 eV

```
19
C5H11N3 (ωB97M-V/def2-TZVPD)
C 0.77 0.26 2.04
C 0.38 -0.67 0.92
N -0.89 -1.36 1.19
N -1.07 -2.48 0.73
N 1.26 -1.29 0.14
H -0.20 -2.85 0.29
H 2.22 -1.02 0.33
H 1.20 -0.31 2.88
H 1.52 0.98 1.70
H -0.10 0.79 2.41
C -1.46 1.73 -1.30
C -0.44 0.65 -1.27
C 0.41 0.02 -1.98
H -0.29 0.25 -0.08
H -2.43 1.34 -1.01
H -1.20 2.53 -0.60
H -1.53 2.16 -2.31
H 1.07 -0.80 -1.09
H 0.77 0.07 -2.99
```